Entry 1:
Computed, not measured: an isolated molecule of C19H29NO2S, with the ωB97M-V functional and the def2-TZVPD basis.

Summary:
SMILES: CSCCC(=O)N1CCC[C@](CO)(CCCc2ccccc2)C1
Total energy: -36595.1304 eV
HOMO: -0.3106 Eh
Relative energy (zero: lowest compared OMol25 entry of this formula, charge and spin): 3.2 kJ/mol

The geometry in XYZ format:
```
52
Properties=species:S:1:pos:R:3:nbo_charge:R:1
C 3.09941 -0.41447 -0.75607 0.71
H -3.77877 -1.41308 -1.84278 0.20
H 1.65952 -2.58093 2.69462 0.22
O 2.76022 0.44071 -1.56436 -0.68
H 4.43297 -0.43286 0.93615 0.24
H 2.10282 -3.31795 0.36941 0.20
H 3.65882 3.79925 0.78040 0.23
C -4.13642 0.38393 -0.74409 0.09
O 0.31466 1.43989 -0.63708 -0.75
C -1.52971 -1.09616 -0.30411 -0.39
C -4.91549 -0.26573 0.20408 -0.26
H -0.66204 0.99488 1.04727 0.19
H -3.39991 2.28438 -1.39461 0.21
C -4.63153 2.47841 0.34005 -0.20
H -4.51785 3.55165 0.38955 0.21
C -5.54780 0.44562 1.20949 -0.20
H -5.89778 2.37660 2.06551 0.21
H 6.37982 0.48424 -0.70805 0.23
H 4.98236 -1.36640 -0.46472 0.23
H 1.96605 -0.90643 2.24230 0.20
C 1.58370 -1.86155 1.87794 -0.41
H -0.45721 -1.28039 2.26172 0.22
C -5.40596 1.82012 1.28104 -0.23
H 1.13994 1.22150 -1.10910 0.50
H -0.27727 -2.72650 1.27034 0.20
H 0.86401 -0.78680 -1.79396 0.25
H -6.15143 -0.07528 1.93902 0.21
H 2.92294 2.18327 0.79702 0.20
H 1.08022 0.68636 1.11148 0.15
C -1.90171 -0.37174 -1.59666 -0.41
H -3.63133 0.07311 -2.79021 0.22
H 3.47781 2.88972 -0.74169 0.23
N 2.26421 -1.41127 -0.40189 -0.44
H 3.48796 -2.40656 0.98386 0.22
H -2.19007 -0.74479 0.49252 0.21
S 5.32804 2.13186 0.58739 0.17
C 5.33068 0.75694 -0.60985 -0.53
C 0.12155 -1.72477 1.44975 -0.39
C 0.90144 -1.40742 -0.89865 -0.24
H -5.03027 -1.34000 0.15469 0.21
C 3.66849 2.81509 0.32379 -0.74
C 4.49709 -0.43748 -0.15388 -0.53
H -1.41784 -0.85461 -2.44775 0.20
C -4.00303 1.76541 -0.66394 -0.25
H -1.55381 0.65856 -1.54645 0.24
H -1.71244 -2.16773 -0.43120 0.19
C 2.44045 -2.32896 0.69928 -0.21
C -0.07913 -0.89145 0.16724 -0.06
C -3.41933 -0.38167 -1.81956 -0.44
H 4.96213 1.14150 -1.56094 0.24
C 0.18568 0.60361 0.47662 -0.07
H 0.63515 -2.43364 -1.17097 0.20
```

***

Entry 2:
Computed, not measured: a cluster of 13 separate species, C19H67N17O13 in total in a non-equilibrium geometry, with the ωB97M-V functional and the def2-TZVPD basis.

Summary:
Spin multiplicity: 2
Total energy: -72739.6085 eV
HOMO (alpha / beta): 0.0227 / -0.2544 Eh
Net charge: -1

The geometry in XYZ format:
```
116
Properties=species:S:1:pos:R:3:lowdin_spin:R:1
H -1.22900 -6.08300 -2.67607 0.00
H -4.36605 4.01147 1.09696 0.02
N -0.37909 -0.25941 -1.00337 0.00
H 2.45549 5.94979 2.85376 0.00
C 0.69863 -4.26041 1.21063 0.01
C -4.13293 1.07945 1.52316 0.02
C -0.78370 -4.24919 -2.23524 0.02
C 4.10153 0.33823 2.94111 0.00
H 0.96826 -0.20780 3.68313 0.01
C 2.43269 3.53631 1.38331 0.00
O -0.61131 -3.45192 -1.34660 0.00
H 5.08678 -2.38437 2.91699 0.00
O -4.08823 1.16844 2.71639 0.03
N -1.96129 -6.98091 0.75775 0.00
H 2.47267 3.65907 -1.79606 0.00
C -0.07955 -6.23985 2.08573 0.00
C 1.59012 5.77279 2.21508 0.04
H -2.05070 -3.02057 -0.50144 0.00
H -1.11707 -4.64339 -4.17323 0.01
H 1.13405 -4.53941 0.25112 0.00
C -1.28474 -8.51445 2.48263 0.00
H 5.28798 -1.43630 4.40009 0.00
N -0.02899 1.54337 0.02333 0.01
H -2.57265 2.20096 1.08776 0.00
H 3.16384 -0.93379 0.50787 0.00
C 4.68359 3.71061 0.86271 0.00
H 2.67743 -1.42010 2.94187 0.00
H -3.70646 1.78373 -0.20689 0.01
C -0.36306 1.02230 -1.09709 0.00
H -6.05493 -0.10423 -4.11145 0.00
H -0.35732 -8.85212 2.02005 0.00
H -0.66501 -5.87676 -1.05066 0.00
N 1.67993 0.38643 3.28247 0.01
H 0.54418 5.78257 0.12215 0.01
N -5.08137 0.43951 0.92302 0.01
H 0.39341 -6.28085 3.06692 0.00
H -3.00808 -0.80971 -1.95351 0.00
N -3.54664 -0.72312 -2.80354 0.00
H -2.94043 -0.74390 2.53781 0.00
H -1.97823 -6.02170 0.44194 0.00
C 2.47274 -0.35352 1.11923 0.00
H -1.69265 -1.45946 3.00996 0.01
H -0.10545 1.19693 -4.16866 0.00
N 0.25984 0.77296 -5.00944 0.01
C 0.15745 -0.49491 -5.20639 0.02
H 0.84884 5.33390 2.88288 0.01
H 2.73546 5.47096 0.51452 0.00
H 0.29813 -1.90481 -6.52459 0.01
O -2.94079 -2.97305 -0.15258 0.01
H 6.67337 -1.53528 3.28284 0.00
C 2.73196 -0.38983 2.59019 0.01
H -0.02201 4.41638 0.60842 0.00
O -5.36561 -0.13845 -2.03574 0.01
H 4.09390 0.49708 4.01944 0.00
N -3.31442 1.62840 0.71087 0.01
H -0.24208 -0.72979 -1.88659 0.00
O 2.37021 5.82425 -4.00642 0.00
H 2.66030 0.66539 0.78047 0.00
H 4.76441 2.71335 0.43023 0.00
N -0.87428 -3.94085 -3.48942 0.01
N -1.02660 -5.46828 -1.90066 0.00
H 1.80287 1.16603 -2.81893 0.00
O -0.36398 -1.21549 -4.41332 0.01
H -2.19680 -6.48740 2.75833 0.00
N 0.98884 4.73794 -2.79052 0.00
H -4.71290 -1.00204 -4.88694 0.01
H -0.14125 1.02766 0.88446 0.01
H 1.48027 -0.69864 0.82940 0.00
O -2.23576 -1.31650 2.23483 0.03
H 0.59134 -6.81970 1.45187 0.00
C -1.46255 -6.98356 2.12366 0.00
H -3.01250 -0.83216 -3.65377 0.00
C 1.91996 4.94176 1.00747 0.00
H 1.47598 -4.37461 1.96614 0.00
N 0.77149 4.79852 0.11402 0.00
C 2.15059 4.99433 -3.12455 0.01
H -0.83889 -2.94813 -3.67199 0.00
H -0.58884 -0.76579 -0.15503 0.00
H 0.26720 5.30693 -3.20955 0.00
O -0.41298 -4.97902 1.66470 0.00
H 4.61023 4.47029 0.08451 0.00
H -4.36937 4.97682 2.45069 0.08
H -5.73234 0.07529 1.60396 0.00
C 5.58586 -1.51995 3.35493 0.00
H -2.95483 -7.16240 0.75191 0.00
H 0.33528 1.31628 -5.85750 0.01
H 3.96942 4.06543 -2.70417 0.00
H 1.80887 3.18962 2.20718 0.00
O -1.80518 4.13268 0.91801 0.02
H -1.13162 -8.63792 3.55473 0.00
H 2.39377 2.72123 0.66066 0.00
O 3.73346 3.69256 1.87769 0.00
H 0.39367 -3.21581 1.14809 0.00
H 1.22850 -0.31118 -6.68842 0.01
H -2.83037 -3.03562 0.79617 0.00
H 2.95476 1.28661 -3.79388 0.00
H 0.89967 4.27868 -1.89541 0.00
N -5.08360 -0.36874 -4.19296 0.01
N 2.98678 4.17325 -2.49706 0.00
H -1.26166 5.87379 2.69478 0.02
H 4.25216 1.36371 2.60376 0.00
H -2.10155 -9.14338 2.12857 0.00
O 2.73475 0.97076 -2.91749 0.01
O 5.30908 -0.32201 2.55133 0.00
C -2.54265 4.65568 1.73037 0.11
H -0.11715 2.54943 0.03621 0.00
H -2.85958 5.75141 3.37464 0.09
H 5.68959 3.88542 1.24417 0.00
N -3.81075 4.60633 1.69519 0.05
O -0.23610 1.58823 -2.18429 0.01
N 0.44784 -0.90833 -6.45587 0.01
H -5.06138 0.08429 -0.02224 0.00
C -4.72691 -0.42774 -2.96404 0.02
H 1.23227 1.08405 2.70538 0.01
N -2.16896 5.43036 2.71126 0.07
H 1.27934 6.80107 2.03023 0.01
```

***

Entry 3:
Computed, not measured: a structure of composition C8H5FeN2O5 in a non-equilibrium geometry, with the ωB97M-V functional and the def2-TZVPD basis.

Summary:
Spin multiplicity: 5
Total energy: -55969.9040 eV
HOMO (alpha / beta): -0.4285 / -0.5057 Eh
Net charge: +1
Relative energy (zero: lowest compared OMol25 entry of this formula, charge and spin): 0.0 kJ/mol

The geometry in XYZ format:
```
21
Properties=species:S:1:pos:R:3:lowdin_spin:R:1
O -1.31421 0.16841 -2.73628 0.20
H 5.01829 -1.69374 0.50202 0.00
N 3.33486 -2.90919 -0.11061 0.01
C -0.91492 -0.18799 -1.64451 0.15
H 1.30812 -3.40813 -0.65993 0.01
O -0.33666 1.27546 1.89736 -0.01
H 0.15904 -0.68759 -1.48413 0.02
C -1.34912 -2.33927 0.51792 0.07
O 2.64264 3.99759 -0.78594 0.00
C 2.94880 -0.88214 0.65890 0.01
O -2.31301 -2.85142 0.89108 0.04
C -0.25625 0.36542 1.21082 0.03
H 2.98999 0.14491 0.98111 0.00
C 2.00211 -2.72355 -0.15972 0.04
C -1.59924 0.23867 -0.34141 0.31
N 1.72196 -1.50469 0.36968 0.07
Fe -0.06136 -1.12180 0.10689 2.72
H 3.78650 -3.74589 -0.46746 0.00
O -2.25764 1.20208 -0.08901 0.31
C 3.94614 -1.77019 0.40909 0.01
C 1.83860 3.31110 -1.21592 0.00
```

***

Entry 4:
Computed, not measured: the ion C6H15N4O with charge +1 in a non-equilibrium geometry, with the ωB97M-V functional and the def2-TZVPD basis.

Summary:
SMILES: CCN1[NH2+]C(O)=C(C)C1(N)N
Total energy: -14463.7087 eV
HOMO: -0.4866 Eh
Net charge: +1
Relative energy (zero: lowest compared OMol25 entry of this formula, charge and spin): 270.2 kJ/mol

The geometry in XYZ format:
```
26
Properties=species:S:1:pos:R:3:nbo_charge:R:1
H -2.32525 -2.16380 0.25866 0.21
H 0.02340 2.41088 2.91913 0.53
H -3.22201 -2.03240 -1.20667 0.23
O -0.72086 2.13461 2.24409 -0.66
H -2.18439 0.53944 0.79529 0.43
N 0.87178 0.78631 -1.58578 -0.89
H 2.06794 1.95896 2.31602 0.22
H -1.61797 1.40108 -0.38581 0.41
H -0.69224 -1.57227 -1.95438 0.24
N -1.32365 0.71957 0.33310 -0.37
C 0.98574 1.00084 0.81249 -0.07
H -1.91887 -3.21295 -0.92473 0.23
H 1.22772 -1.98338 -0.42231 0.39
H 0.75437 0.23433 -2.51544 0.38
H 2.14819 -1.17803 0.61135 0.38
C -0.21168 1.35543 1.25520 0.46
H -1.71143 -0.23664 -1.78473 0.19
N 1.64319 -1.10830 -0.25163 -0.84
C 2.27827 1.38584 1.45720 -0.62
N -0.65769 -0.41964 -0.17864 -0.26
H 2.88090 1.82359 0.65802 0.25
H 2.72952 0.39348 1.76642 0.23
C -2.31742 -2.14195 -0.72953 -0.61
C 0.79300 0.00298 -0.34906 0.41
H 1.85403 0.95686 -1.89466 0.39
C -1.35459 -1.05485 -1.24359 -0.26
```